# C36H94N6O12

8 unconnected molecules or ions with the total composition C36H94N6O12 at a distorted geometry (the ωB97M-V functional and the def2-TZVPD basis, the OMol25 dataset).

```
148
C36H94N6O12 (the ωB97M-V functional and the def2-TZVPD basis)
H -3.519 -3.569 -6.634
H -3.176 -5.580 -11.137
N 1.891 -4.111 -4.876
H -5.759 -6.087 -10.007
C -2.533 -7.215 -13.666
C -2.226 0.124 -10.136
H -1.774 -12.286 -2.908
C -3.435 -9.685 -5.259
H -3.414 -4.515 0.655
H -3.842 -0.931 -5.810
O -4.785 -6.666 -11.793
H -0.345 -4.405 1.960
H -4.277 0.825 -5.859
H -2.137 -4.223 -1.413
H 1.285 -5.518 -6.330
C -6.823 -9.190 -8.524
H 2.361 -2.088 -5.172
H 2.728 -3.337 -9.230
H 0.373 -3.091 -6.452
C 3.018 -2.825 -8.312
H -1.182 -10.896 -6.392
H -3.488 -7.096 -10.292
C 2.810 -11.538 -9.708
H -2.741 -7.195 -0.142
H -2.765 0.422 -5.085
H 3.601 -1.938 -8.561
H -3.490 -7.147 -14.182
O -2.310 -6.171 -2.185
H 4.598 -11.305 -8.415
C 3.247 -7.073 -8.673
H -4.758 -5.413 -7.751
H 3.738 -3.174 -5.342
H 2.736 -8.589 -10.226
H -1.147 -5.364 -0.523
H -0.285 -6.430 -2.604
H -7.357 -8.327 -8.921
H 3.218 -12.495 -10.033
C 0.522 -12.039 -4.752
H 0.512 -12.124 -6.922
H -1.743 0.308 -11.096
H -3.514 -6.151 3.260
H 2.646 -4.859 -6.788
H -1.578 -7.469 -11.865
O 1.822 -6.927 -8.142
H -5.400 -4.873 -11.327
H -2.941 -0.674 -10.334
H -1.091 -5.330 -3.656
N -3.094 -6.576 0.574
N 0.729 -10.149 -6.495
H -3.078 -9.761 -4.231
O -3.139 -6.739 -7.638
C -2.498 -5.973 2.910
C -2.081 -5.257 -1.074
H -2.192 -7.907 1.892
H -5.332 -8.252 -7.196
H -8.050 -10.555 -7.858
H 0.319 -10.834 -10.089
H -2.498 -1.453 -7.784
C -1.930 -0.536 -7.627
H 0.623 -12.217 -10.955
H -6.827 -9.882 -9.366
H 4.288 -8.254 -10.261
H 5.216 -3.965 -1.127
C -2.928 -4.426 -6.959
C 1.144 -3.456 -7.131
H 2.232 -4.890 -4.330
C -3.469 0.092 -5.849
C 1.728 -4.523 -6.306
H -2.304 -13.583 -4.040
C 3.275 -2.718 -3.334
H -3.167 -9.303 -11.228
H -4.106 -8.810 -12.452
C -3.460 -6.623 -11.274
H 0.667 -11.272 -3.992
H 3.814 -7.108 -7.743
H -0.037 -0.496 -10.390
H -1.911 -6.403 3.722
O -2.766 0.427 -7.084
C 0.995 -11.567 -6.119
H -3.277 -10.625 -5.789
N -3.145 -8.910 -12.158
H 0.896 -6.751 -9.938
O 2.235 -10.924 -10.825
H -2.002 -6.267 -13.753
C 3.514 -8.351 -9.500
N -0.254 -0.989 -9.535
H -4.170 -5.806 -6.121
H 4.741 -10.530 -9.985
H 0.992 -12.965 -4.419
C -2.157 -6.835 1.700
H -0.514 -4.442 3.660
H 0.916 -8.419 -9.261
H -0.758 -13.672 -3.213
H -0.856 -2.964 3.032
H -4.092 -5.066 -0.618
H -0.288 -7.127 -8.789
H 0.617 -1.139 -9.046
H 2.076 -11.498 -6.240
O 1.917 -2.392 -7.586
H 0.393 -10.668 -11.804
H 3.640 -3.496 -7.719
H -1.120 -0.654 -6.908
H -1.003 -8.923 -4.700
C -3.209 -5.331 -0.038
H -4.796 -9.731 -7.941
H -2.000 -4.540 -6.397
H 5.240 -2.274 -1.571
C -1.241 -6.253 -3.096
C -0.698 -9.958 -6.665
H -0.678 0.811 -8.735
H 1.272 -9.953 -7.323
H -1.402 -7.166 -3.668
O -2.292 -4.544 2.766
H -2.816 0.990 -9.838
H 3.601 -1.683 -3.426
H -2.629 -4.131 -7.965
H 0.532 -3.921 -7.904
H 3.853 -2.894 -0.784
C 0.883 -11.159 -10.964
C 0.743 -7.364 -9.050
O -7.671 -9.752 -7.493
O 4.279 -3.516 -2.808
C -3.877 -5.668 -7.162
H 3.459 -6.158 -9.225
H -0.873 -9.790 -7.728
C -5.739 -5.879 -11.076
H -4.957 -8.193 -8.883
H -6.655 -5.973 -11.660
H -0.821 -7.889 -6.022
C 4.604 -3.158 -1.530
C -0.967 -4.015 2.765
H -4.472 -9.355 -5.215
C -1.464 -12.988 -3.682
C -1.314 -8.819 -5.740
H 4.295 -9.171 -7.880
C 4.043 -10.765 -9.182
N 3.662 -9.488 -8.600
H -1.969 -7.913 -14.284
H -1.099 -6.778 1.442
H -2.621 -7.157 -6.946
H 2.140 -11.857 -8.910
C -5.391 -8.834 -8.116
C 2.819 -2.998 -4.784
C -2.619 -7.562 -12.172
C -1.250 -0.093 -8.941
O -2.715 -8.637 -5.815
O -0.904 -12.257 -4.798
H 2.416 -2.827 -2.672
```

Summary:
strongest force on any atom	3.7	eV/Å
HOMO-LUMO gap	8.9	eV

Atomic partial charges in e from the Mulliken method, atoms 1 to 6: number 1, H, carries 0.3935; number 2, H, carries 0.5651; number 3, N, carries -0.2299; number 4, H, carries 0.1000; number 5, C, carries -1.6603; number 6, C, carries -1.3967

***

# C36H96O12

12 unconnected molecules or ions with the total composition C36H96O12 at a distorted geometry (the ωB97M-V functional and the def2-TZVPD basis, the OMol25 dataset).

```
144
C36H96O12 (the ωB97M-V functional and the def2-TZVPD basis)
H 1.784 -7.654 -1.553
C 5.416 2.130 0.934
H 2.481 -6.138 6.002
H 5.467 3.515 -6.467
C -6.719 -4.827 4.739
C -1.655 0.792 0.315
C 3.515 5.517 -6.060
H -5.384 -3.171 4.155
H 0.149 6.443 -0.625
C -4.530 3.006 -4.223
C 1.852 -1.019 -6.534
O 0.420 7.597 -2.267
H 3.712 -5.487 6.959
H -6.769 -5.896 4.531
C -0.231 -0.134 7.318
H -6.080 3.284 -7.301
H 7.357 2.213 1.845
H -4.651 -4.597 4.989
O -8.521 2.856 2.609
H 6.127 4.709 -5.316
H 4.103 -6.999 6.014
H 0.937 8.423 0.921
H -1.464 -0.388 5.558
H 1.145 6.997 -2.460
C -1.116 -7.096 -2.174
H -1.570 8.287 0.096
H -1.440 8.953 -1.487
C -5.516 3.615 -5.211
C 5.591 -4.534 -0.972
H 3.255 -3.390 5.437
C -7.365 3.194 3.339
H 5.805 -1.857 -1.504
H 0.538 -8.897 -1.077
C -5.390 -4.256 4.266
H -4.801 1.961 -4.072
C 0.323 -1.361 -6.540
H 7.023 0.597 1.370
H -6.740 -3.428 6.438
H 0.146 -1.141 7.499
C 4.032 -5.343 4.735
H -7.610 3.775 4.228
C 1.052 8.373 -0.162
H 3.856 -6.153 4.027
H 6.649 -4.641 -0.732
H -7.823 -4.724 6.603
O 2.485 -2.264 -6.666
H 2.465 5.775 -5.923
H 5.115 -5.513 -1.013
H -7.440 1.323 4.527
H 4.431 4.223 -3.353
C 0.062 7.491 -0.912
H -2.085 -2.256 7.422
H 1.507 0.629 -7.838
H 0.026 -1.474 -5.497
H -0.377 -0.602 -6.887
H -0.146 2.092 -1.142
C -6.340 4.141 2.432
H -0.535 -6.577 -2.936
C 3.888 4.331 -5.206
H 7.143 -2.762 -2.272
C -0.614 0.069 -0.552
H 3.290 3.419 -5.209
H 6.417 3.188 -0.239
C -6.822 -4.496 6.236
H -5.941 2.109 4.550
O 3.911 4.810 -3.906
H -7.495 -3.119 4.245
H 2.344 -2.679 -5.812
H -2.344 -0.937 8.507
H 4.133 3.060 2.400
H 3.661 -3.295 3.809
H 3.199 0.213 -7.727
O -6.797 3.260 -4.756
O 3.940 -3.395 -2.185
C 0.986 -7.927 -0.862
H 5.770 -1.903 -3.132
H 2.225 -4.271 4.248
H -0.417 0.261 8.316
H -1.270 -8.143 -2.436
H -2.299 0.036 0.765
H 5.656 3.074 -4.810
H 4.125 3.989 0.977
H -5.374 4.695 -5.264
H -3.408 -1.219 6.985
O -7.675 -4.058 4.150
H 3.570 5.366 -7.138
H 2.050 8.026 -0.428
H -6.385 3.766 1.410
H -2.058 -6.596 -1.948
C 2.197 -0.213 -7.787
C 3.241 -3.996 4.531
H 5.217 -3.902 -0.166
H 5.396 -4.473 -3.115
H -1.314 1.335 1.196
O 0.203 -0.702 0.167
H 0.889 9.406 -0.472
H 2.124 -0.374 -5.698
H -6.595 5.199 2.491
C 6.545 1.489 1.773
H 2.143 -0.868 -8.657
O -2.246 1.034 6.760
H 4.069 6.429 -5.836
H 5.924 -5.777 4.832
H -5.375 4.054 2.930
H -4.460 3.457 -3.233
O 0.161 -5.776 -0.409
H -2.294 1.108 7.716
C 5.395 3.913 -5.455
H -4.301 2.978 -6.951
C -5.329 2.937 -6.592
H 4.612 1.399 0.839
C -2.426 -1.221 7.458
H -2.329 1.437 -0.248
H -8.278 2.322 1.850
O 5.427 -4.957 4.781
C 0.137 1.065 -1.368
H 0.002 1.029 -2.449
H 0.515 0.440 6.767
C -6.764 1.876 3.875
C 6.075 -2.545 -2.305
C 3.566 -6.050 6.037
C 5.284 -3.810 -2.257
H 5.588 3.937 2.072
C -1.575 -0.195 6.625
C -1.368 8.013 -0.939
H -6.002 -4.907 6.824
H 1.222 1.035 -1.263
O 5.754 2.501 -0.343
H 1.355 -8.044 0.156
H 6.424 1.412 2.853
H -3.562 3.002 -4.724
H 3.808 -2.897 -1.376
H -1.115 -0.522 -1.319
C -0.210 -7.067 -0.824
H -7.280 4.038 -4.467
H 0.181 -2.275 -7.116
H -6.393 1.207 3.098
H -2.141 7.376 -1.370
H -0.266 -1.415 0.608
H 0.868 -5.564 -1.022
C 4.788 3.377 1.588
H -5.071 -4.789 3.370
H -5.457 1.856 -6.545
H -0.899 -7.284 -0.008
```

Summary:
strongest force on any atom	3.8	eV/Å
HOMO-LUMO gap	10.0	eV

Atomic partial charges in e from the Mulliken method, atoms 1 to 6: number 1, H, carries 0.3531; number 2, C, carries 0.5291; number 3, H, carries 0.3248; number 4, H, carries 0.3511; number 5, C, carries 0.2538; number 6, C, carries -1.4516

***

Question: HOMO-LUMO gap of number 1 (C36H94N6O12)?
Answer: 8.9 eV

***

Question: Number 1 is which compound?
Answer: C36H94N6O12

***

Question: Look up the HOMO-LUMO gap of the second one.
Answer: 10.0 eV